49
Properties=species:S:1:pos:R:3 method="wB97M-V/def2-TZVPD" homo_lumo_gap_ev="3.8 / 3.9" total_charge=+2 total_energy_ev=-72351.153 e_homo_ev="-13.2 / -13.2" largest_force_ev_per_a=0.87
Ru -1.072 1.965 1.193
C 0.118 0.338 -5.412
N -0.801 -0.589 -4.748
C -1.500 -1.573 -5.338
C -2.221 -2.223 -4.337
N -1.945 -1.619 -3.182
B -2.358 -2.051 -1.753
N -3.241 -0.917 -1.150
C -4.509 -0.580 -1.485
C -4.928 0.421 -0.644
N -3.898 0.669 0.209
C -3.897 1.597 1.329
C -2.858 -0.157 -0.125
S -1.346 -0.207 0.680
C -1.082 -0.596 -3.400
S -0.578 0.482 -2.241
H -0.037 0.265 -6.484
H 1.144 0.070 -5.166
H -0.085 1.350 -5.076
H -1.460 -1.763 -6.397
H -2.866 -3.083 -4.405
H -1.364 -2.113 -1.088
H -2.974 -3.071 -1.833
H -5.036 -1.072 -2.284
H -5.863 0.951 -0.586
H -4.896 2.000 1.477
H -3.297 2.502 1.117
H -3.600 1.079 2.237
N 0.968 1.202 4.673
C -0.241 1.171 5.321
C -1.191 1.390 4.371
N -0.574 1.551 3.158
C 0.732 1.438 3.371
C 1.575 1.612 2.209
N 0.934 1.841 1.070
C 1.874 2.056 0.096
C 3.105 1.945 0.667
N 2.900 1.667 1.997
H 1.864 1.076 5.114
H -0.318 1.002 6.380
H -2.258 1.450 4.494
H 1.606 2.283 -0.919
H 4.093 2.039 0.251
H 3.628 1.535 2.679
O -0.913 5.174 -1.051
Cl -1.534 4.268 -0.182
O -0.799 4.139 1.117
O -2.901 4.546 0.070
O -1.388 2.857 -0.725